No. 1
Here is C19H28N2O3S in the gas phase at a distorted geometry from the Open Molecules 2025 dataset. Energies are from ωB97M-V/def2-TZVPD.

```
53
Properties=species:S:1:pos:R:3
C -2.7830 -3.4194 -0.7895
C -1.5521 -2.7838 -1.4242
N -0.3143 -3.4455 -1.0579
S 0.3133 -3.1417 0.4648
O -0.5777 -2.2981 1.2150
O 0.7153 -4.3921 1.0411
C 1.7642 -2.1582 0.1192
C 1.8920 -1.4623 -1.0659
C 2.9505 -0.5839 -1.2249
C 3.8707 -0.3900 -0.1998
C 3.7507 -1.1388 0.9678
C 2.6959 -2.0200 1.1303
H 2.5720 -2.5963 2.0335
H 4.4749 -1.0133 1.7598
C 4.8877 0.7088 -0.2969
H 5.0622 0.9669 -1.3416
H 5.8341 0.4042 0.1532
C 4.3572 1.9567 0.4394
C 2.9775 2.3105 -0.1032
O 2.8122 3.0405 -1.0574
N 1.9598 1.7228 0.5644
H 2.1644 1.0433 1.2806
C 0.5932 1.7474 0.0908
H 0.4204 0.9072 -0.5957
H 0.4662 2.6784 -0.4657
C -0.3899 1.6457 1.2578
C -1.8098 1.5929 0.7602
C -2.4590 0.4419 0.6521
C -3.8646 0.3164 0.1482
C -4.5805 1.6642 0.1340
C -3.6710 2.7205 -0.4827
C -2.4365 2.9104 0.3939
H -2.7182 3.4319 1.3152
H -1.7050 3.5386 -0.1193
H -3.3629 2.3933 -1.4780
H -4.2030 3.6682 -0.5883
H -5.5138 1.5876 -0.4276
H -4.8252 1.9564 1.1570
H -3.8385 -0.0976 -0.8664
H -4.4110 -0.3969 0.7699
H -1.9708 -0.4813 0.9339
H -0.1716 0.7313 1.8146
H -0.2539 2.5041 1.9197
H 4.3039 1.7650 1.5116
H 5.0293 2.7949 0.2567
H 3.0452 -0.0152 -2.1379
H 1.1633 -1.6055 -1.8474
H -0.3295 -4.4419 -1.2155
H -1.4569 -1.7499 -1.0888
H -1.6282 -2.7983 -2.5165
H -2.8701 -4.4632 -1.0861
H -3.6808 -2.8915 -1.1001
H -2.6983 -3.3655 0.2927
```

Results
2S+1 = 1
E_tot = -1474.2305 a.u.
relative energy (zero: lowest compared OMol25 entry of this formula, charge and spin) = 0.640 eV

***

No. 2
Here is C3H2O2 in the gas phase at a distorted geometry from the Open Molecules 2025 dataset. Energies are from ωB97M-V/def2-TZVPD.

```
7
Properties=species:S:1:pos:R:3
C 0.5197 0.9824 0.1207
C -0.2561 0.4442 1.0773
C -0.1207 -0.3041 -0.0843
O -0.0552 -2.0208 -1.9934
O -0.5277 -1.2947 -0.8124
H 1.1359 1.7125 -0.3592
H -0.6959 0.4804 2.0513
```

Results
2S+1 = 1
E_tot = -265.7060 a.u.
relative energy (zero: lowest compared OMol25 entry of this formula, charge and spin) = 6.674 eV

***

No. 3
Here is 3 unconnected molecules or ions with the total composition CH9N3O2 at a distorted geometry from the Open Molecules 2025 dataset. Energies are from ωB97M-V/def2-TZVPD.

```
15
Properties=species:S:1:pos:R:3
N -1.4596 0.5646 1.2014
C -1.5089 -0.4106 0.1868
N -1.2617 0.0658 -1.1036
N -1.6566 -1.6437 0.3312
H -0.6372 0.5208 1.8070
H -1.6655 1.5008 0.8934
H -1.3907 1.0591 -1.2006
H -1.4996 -0.6051 -1.8220
H -1.8558 -2.0708 1.2155
H 2.2091 1.0973 0.4100
H 3.6747 1.6310 0.0726
O 2.9047 1.7221 0.6350
H 1.4901 -1.9136 -1.0317
H 0.9152 -0.5163 -0.7456
O 1.7419 -1.0012 -0.8495
```

Results
2S+1 = 1
E_tot = -358.2461 a.u.
relative energy (zero: lowest compared OMol25 entry of this formula, charge and spin) = 0.693 eV

***

No. 4
Here is C5H10O4 in the gas phase from the Open Molecules 2025 dataset. Energies are from ωB97M-V/def2-TZVPD.

```
19
Properties=species:S:1:pos:R:3
C -0.5918 0.5738 0.3033
C 0.6632 -0.2827 0.5639
C -0.2389 2.0508 0.1532
C 0.3313 -1.7700 0.7225
C 1.7096 -0.1400 -0.5439
O -1.2642 0.2225 -0.9077
O -2.1361 -0.8808 -0.7379
O 1.2589 -0.2953 -1.7884
O 2.8683 0.0621 -0.3123
H -3.0157 -0.5182 -0.9168
H 0.2839 -0.3530 -1.8080
H -1.2922 0.4331 1.1377
H 1.1244 0.0781 1.4877
H -1.1385 2.6398 -0.0043
H 0.4227 2.1930 -0.6973
H 0.2637 2.3995 1.0499
H -0.3639 -1.9127 1.5470
H -0.1244 -2.1707 -0.1800
H 1.2399 -2.3294 0.9311
```

Results
2S+1 = 1
E_tot = -497.4009 a.u.
relative energy (zero: lowest compared OMol25 entry of this formula, charge and spin) = 2.926 eV

***

No. 5
Here is C20H30BrF3N4O7 in the gas phase at a distorted geometry from the Open Molecules 2025 dataset. Energies are from ωB97M-V/def2-TZVPD.

```
65
Properties=species:S:1:pos:R:3
C -1.9522 -2.8764 -4.4677
C -0.6653 -3.5953 -5.1849
C 0.5306 -4.0448 -4.1053
C 1.5161 -2.7428 -3.9601
C 2.6043 -2.8249 -2.7373
C 1.9740 -3.1610 -1.2622
C 0.5849 -2.3704 -0.8999
C 0.7712 -0.8104 -0.4331
C 2.0813 -0.4858 0.5195
O 2.2918 -1.3089 1.5606
N 3.0465 0.6639 0.2939
C 4.1285 0.6494 1.3911
O 5.3696 0.1330 1.1747
F 3.8573 1.1990 2.7556
C 0.6541 0.0425 -1.8649
O 1.6157 0.5808 -2.6186
N -0.8741 0.0141 -2.0760
C -1.6897 -0.1582 -0.7769
Br -2.9078 -1.7862 -0.6667
N -2.7068 0.9502 -0.9288
C -3.8504 0.5488 -1.8636
O -5.1522 0.6146 -1.4710
F -3.6407 0.1087 -3.2916
C -3.2234 1.4682 0.3941
O -3.5879 0.7420 1.4533
F -3.3976 2.9602 0.5070
C -0.4926 -0.0443 0.3365
O -0.7545 -0.3568 1.7496
C -0.3954 0.9047 2.4658
C -0.5974 0.8139 4.0965
N -1.2434 2.0968 4.6510
C -0.1971 3.0941 5.0992
C 0.1089 4.2849 3.9671
C 0.2144 5.7875 4.6872
O -0.9612 4.3936 2.9565
H -1.5998 -2.0113 -3.7272
H -2.6482 -2.3312 -5.2692
H -2.6476 -3.6606 -3.8995
H -0.9468 -4.4668 -5.9308
H -0.1495 -2.7557 -5.8582
H 1.0825 -4.9541 -4.6421
H -0.0229 -4.3565 -3.1226
H 0.8360 -1.7904 -3.9595
H 2.1484 -2.6880 -4.9707
H 3.2898 -1.8657 -2.7063
H 3.3413 -3.7274 -2.9961
H 2.8421 -2.9811 -0.4693
H 1.7392 -4.3265 -1.1949
H -0.2073 -2.5230 -1.7769
H 0.1104 -2.9421 0.0332
H 2.4986 1.5311 0.4864
H -1.0784 1.0213 -2.3534
H -0.1676 1.0932 0.2488
H -1.0454 1.8316 2.1054
H 0.7461 1.2017 2.2962
H -1.2537 -0.1208 4.4427
H 0.4665 0.6485 4.6113
H -1.7023 1.7686 5.5490
H -0.6679 3.6821 6.0236
H 0.7965 2.6081 5.5082
H 1.1411 4.0412 3.4199
H 0.6769 5.6978 5.7829
H 0.8661 6.5436 4.0490
H -0.8573 6.2906 4.8168
H -0.6464 4.0572 2.0525
```

Results
2S+1 = 1
E_tot = -4398.8366 a.u.

***

No. 6
Here is a molecular structure, C15H29AsBrN3O3PtSi2 from the Open Molecules 2025 dataset. Energies are from ωB97M-V/def2-TZVPD.

```
55
Properties=species:S:1:pos:R:3
Pt 0.0557 1.1456 0.6074
O -1.4221 2.8048 -5.1718
C -1.1332 2.3971 -3.9253
C -1.9373 2.6761 -2.8224
C -1.5576 2.1910 -1.5963
N -0.4302 1.4822 -1.3955
C 0.3375 1.2387 -2.4608
Br 1.9366 0.3086 -2.1631
C 0.0269 1.6592 -3.7390
H -2.2549 3.2904 -5.1839
H -2.8572 3.2374 -2.9183
H -2.1598 2.3554 -0.7139
H 0.6747 1.4297 -4.5713
C 2.9528 3.9338 2.1665
C 1.8598 2.9448 1.9253
N 1.3379 2.7886 0.7540
O 1.9056 3.5776 -0.2495
C 1.3109 2.1196 2.9683
C 1.6027 2.3079 4.4217
N 0.4329 1.1974 2.5761
O -0.1668 0.4908 3.4112
H 3.7125 3.8408 1.3918
H 3.4060 3.7816 3.1414
H 2.5602 4.9508 2.1128
H 1.4726 3.2702 -1.0535
H 1.7588 3.3589 4.6654
H 2.4872 1.7492 4.7405
H 0.7571 1.9347 4.9954
C 1.1739 -2.1455 3.1015
Si 0.5030 -2.4287 1.3748
C -0.2076 -4.1740 1.3293
C 2.0158 -2.4040 0.2521
As -1.2376 -0.9128 0.8741
Si -1.8892 -1.9078 -1.1681
C -2.8653 -0.7333 -2.2778
C -3.1197 -3.2461 -0.6757
C -0.6001 -2.7010 -2.2961
H 1.8645 -2.9596 3.3445
H 0.3844 -2.1129 3.8523
H 1.7195 -1.2047 3.1650
H 0.5307 -4.8832 1.7142
H -0.4676 -4.4880 0.3182
H -1.1031 -4.2501 1.9494
H 2.6923 -3.2051 0.5669
H 2.5477 -1.4549 0.3571
H 1.7785 -2.5531 -0.8007
H -3.5272 -0.0832 -1.7019
H -3.4845 -1.3275 -2.9562
H -2.2147 -0.1139 -2.8965
H -3.9629 -2.8061 -0.1392
H -2.6721 -3.9952 -0.0236
H -3.5075 -3.7563 -1.5623
H 0.1325 -1.9781 -2.6607
H -1.0999 -3.1409 -3.1646
H -0.0534 -3.4971 -1.7893
```

Results
2S+1 = 1
E_tot = -6487.0470 a.u.
relative energy (zero: lowest compared OMol25 entry of this formula, charge and spin) = 0.293 eV

***

No. 7
Here is a molecular structure, C9H13B3Br15IO5 at a distorted geometry from the Open Molecules 2025 dataset. Energies are from ωB97M-V/def2-TZVPD.

```
46
Properties=species:S:1:pos:R:3
C -3.3013 -2.3186 0.1854
C -1.7919 -2.3082 0.2217
O -1.2710 -3.1255 -0.8443
B -0.2717 -3.9739 -0.4940
O -0.4962 -5.3493 -0.5923
B 0.6000 -6.1748 -0.5799
O 1.8569 -5.5859 -0.5532
B 1.7927 -4.5159 0.3222
C 2.5851 -4.5859 1.6911
C 1.5871 -4.4527 2.8114
O 0.7926 -3.5800 2.9026
I 1.6041 -5.9989 4.3119
O 0.9504 -3.4850 -0.0366
H -3.6785 -3.3233 0.3654
H -3.6844 -1.9528 -0.7636
H -3.6806 -1.6723 0.9763
H -1.4374 -1.2902 0.0660
H -1.4648 -2.6462 1.2062
H 0.5156 -7.3559 -0.5221
H 3.0217 -5.5774 1.7619
H 3.3518 -3.8213 1.7972
C 4.2916 -0.1052 3.4951
Br 3.0884 -0.8413 2.1910
Br 4.7418 -1.3994 4.8471
Br 5.8631 0.6389 2.6731
H 3.7729 0.7044 3.9864
C 0.2807 2.0833 -0.1432
Br 0.5636 0.1846 -0.0669
Br -1.0540 2.5468 -1.4454
Br -0.1377 2.8062 1.5924
H 1.2082 2.5373 -0.4604
C -0.5111 3.5761 -5.7197
Br 0.9184 3.7446 -4.4454
Br -0.2779 2.0389 -6.8473
Br -2.2345 3.5767 -4.8584
H -0.4756 4.4489 -6.3542
C 1.2273 6.7553 0.3883
Br -0.5035 7.2292 1.0763
Br 1.0968 5.4344 -1.0076
Br 2.2032 8.3030 -0.1982
H 1.7851 6.3134 1.2007
C -4.6438 4.3970 -0.8717
Br -5.3070 5.4263 -2.3559
Br -3.1551 5.2604 -0.0198
Br -6.0393 3.9739 0.3822
H -4.2818 3.4605 -1.2720
```

Results
2S+1 = 1
E_tot = -39709.6571 a.u.

***

No. 8
Here is C3H7NOS in the gas phase at a distorted geometry from the Open Molecules 2025 dataset. Energies are from ωB97M-V/def2-TZVPD.

```
13
Properties=species:S:1:pos:R:3
C 1.1078 1.2839 -0.1814
C -0.0225 0.3237 0.0163
C 0.3147 -1.0084 0.5279
H 1.5599 1.5710 0.7511
H 0.6934 2.2136 -0.6938
H 1.8722 0.9041 -0.9289
H -0.5971 -1.4012 1.0328
H 1.1207 -1.0461 1.2559
H 0.0585 -2.0941 -0.9835
H -3.3296 0.6202 0.0305
N -1.1757 0.8205 -0.1709
O 0.8306 -1.8083 -0.5183
S -2.4328 -0.3789 -0.1376
```

Results
2S+1 = 1
E_tot = -646.6366 a.u.
relative energy (zero: lowest compared OMol25 entry of this formula, charge and spin) = 2.052 eV

***

- The highest E_tot belongs to which entry?
  C3H2O2